Arrangement A

Below is C48H37BeF5N3P2S as an isolated structure, with properties calculated with ωB97M-V/def2-TZVPD.

Output
Kohn-Sham gap in eV: 4.681
Total charge: -1
HOMO in eV: -2.47

Last column: Mulliken charge in e.
Geometry (Å):
Be  0.676  -0.965  0.440  0.804
N  -0.926  1.294  -1.315  0.632
P  -2.194  1.153  -0.137  1.540
C  -3.554  1.092  -1.373  0.228
C  -4.626  1.976  -1.438  -0.921
C  -5.633  1.783  -2.377  -0.713
C  -5.577  0.713  -3.258  -0.764
C  -4.509  -0.174  -3.202  -0.713
C  -3.509  0.016  -2.263  -0.414
C  -2.361  2.898  0.438  0.078
C  -1.775  3.995  -0.185  -0.320
C  -1.911  5.269  0.351  -0.772
C  -2.644  5.463  1.514  -0.562
C  -3.241  4.376  2.140  -0.613
C  -3.088  3.103  1.610  -0.016
P  0.483  0.331  -1.398  -0.030
C  0.323  -0.353  -3.076  0.144
C  0.291  -1.730  -3.254  0.046
C  0.131  -2.265  -4.524  -0.807
C  0.000  -1.424  -5.619  -0.573
C  0.037  -0.046  -5.448  -0.965
C  0.206  0.489  -4.182  -0.452
C  1.832  1.548  -1.609  0.722
C  1.830  2.711  -0.842  -0.387
C  2.933  3.552  -0.833  -0.858
C  4.060  3.233  -1.577  -0.563
C  4.070  2.079  -2.348  -0.744
C  2.964  1.243  -2.367  -0.647
H  -1.302  1.483  -2.239  0.448
H  -4.687  2.814  -0.754  0.407
H  -6.464  2.477  -2.421  0.409
H  -6.366  0.569  -3.986  0.370
H  -4.461  -1.030  -3.865  0.423
H  -2.691  -0.694  -2.201  0.351
H  -1.200  3.847  -1.092  0.458
H  -1.443  6.113  -0.140  0.427
H  -2.747  6.455  1.934  0.361
H  -3.818  4.523  3.045  0.440
H  -3.540  2.247  2.102  0.097
H  0.401  -2.377  -2.393  0.235
H  0.105  -3.338  -4.656  0.443
H  -0.132  -1.842  -6.609  0.400
H  -0.054  0.610  -6.304  0.418
H  0.254  1.564  -4.050  0.447
H  0.954  2.965  -0.255  0.297
H  2.911  4.456  -0.237  0.446
H  4.928  3.878  -1.554  0.367
H  4.946  1.819  -2.929  0.419
H  2.981  0.345  -2.973  0.393
F  2.594  -1.681  2.846  -0.380
C  3.168  -1.723  1.621  0.850
C  2.390  -1.623  0.480  -0.810
C  3.110  -1.780  -0.688  0.501
F  2.462  -1.753  -1.883  0.001
C  4.483  -1.937  -0.763  -0.408
F  5.118  -2.039  -1.945  -0.359
C  5.209  -1.990  0.410  0.850
F  6.543  -2.154  0.379  -0.339
C  4.542  -1.896  1.617  -0.171
F  5.241  -1.985  2.765  -0.321
C  -0.854  -1.704  0.564  -2.333
C  -2.053  -1.962  0.423  1.193
C  -3.452  -2.106  0.259  0.141
C  -3.961  -3.004  -0.746  0.777
C  -3.103  -3.606  -1.696  -0.293
C  -3.576  -4.430  -2.700  -0.674
C  -4.930  -4.730  -2.810  -0.638
C  -5.789  -4.205  -1.850  -0.777
C  -5.324  -3.378  -0.844  -0.409
C  -4.308  -1.244  1.058  0.151
C  -5.498  -0.663  0.567  -0.097
C  -6.261  0.200  1.332  -1.017
C  -5.890  0.532  2.631  -0.767
C  -4.720  -0.024  3.137  -0.324
C  -3.950  -0.882  2.370  0.041
H  -2.045  -3.402  -1.620  0.366
H  -2.876  -4.844  -3.417  0.350
H  -5.302  -5.369  -3.602  0.386
H  -6.844  -4.456  -1.880  0.367
H  -6.021  -3.027  -0.095  0.523
H  -5.796  -0.858  -0.454  0.540
H  -7.155  0.639  0.902  0.351
H  -6.496  1.200  3.230  0.377
H  -4.426  0.205  4.157  0.297
H  -3.056  -1.331  2.781  0.281
S  0.886  0.897  1.725  -0.441
C  0.101  0.436  3.139  0.219
N  -0.456  -0.735  3.404  0.262
C  -0.968  -0.804  4.764  -0.526
C  -0.827  0.651  5.259  -0.485
N  0.013  1.238  4.224  -0.195
H  -0.689  -1.376  2.638  0.025
H  -0.366  -1.491  5.362  0.380
H  -2.000  -1.140  4.775  0.280
H  -0.337  0.699  6.231  0.304
H  -1.794  1.155  5.325  0.288
H  0.184  2.223  4.134  0.250

Arrangement B

Below is C48H37BeF5N3P2S as an isolated structure, with properties calculated with ωB97M-V/def2-TZVPD.

Output
Kohn-Sham gap in eV: 4.690
Total charge: -1
HOMO in eV: -2.43

Last column: Mulliken charge in e.
Geometry (Å):
Be  -0.806  -0.184  0.652  0.949
N  1.599  1.008  -1.007  -0.137
P  2.322  -0.484  -0.524  0.751
C  4.002  0.191  -0.199  0.097
C  5.174  -0.181  -0.849  -0.677
C  6.374  0.410  -0.491  -0.703
C  6.421  1.340  0.535  -0.748
C  5.263  1.682  1.217  -0.615
C  4.063  1.114  0.842  -0.143
C  2.631  -1.180  -2.202  0.712
C  2.521  -0.449  -3.378  -0.444
C  2.652  -1.072  -4.605  -0.623
C  2.915  -2.429  -4.674  -0.534
C  3.054  -3.163  -3.506  -0.661
C  2.903  -2.543  -2.279  -0.786
P  0.047  1.487  -0.491  0.289
C  0.404  3.176  0.074  0.520
C  0.166  3.521  1.397  -0.387
C  0.457  4.800  1.837  -0.675
C  0.971  5.737  0.955  -0.543
C  1.191  5.399  -0.371  -0.980
C  0.919  4.118  -0.811  -0.461
C  -0.798  1.806  -2.066  1.134
C  -0.751  0.846  -3.076  -0.072
C  -1.626  0.908  -4.143  -1.096
C  -2.593  1.899  -4.193  -0.661
C  -2.644  2.861  -3.195  -0.659
C  -1.747  2.828  -2.148  -0.917
H  2.266  1.777  -1.012  0.501
H  5.156  -0.919  -1.640  0.377
H  7.280  0.145  -1.020  0.399
H  7.363  1.794  0.808  0.392
H  5.288  2.383  2.039  0.393
H  3.154  1.364  1.367  0.316
H  2.316  0.610  -3.328  0.432
H  2.546  -0.497  -5.514  0.424
H  3.011  -2.918  -5.634  0.382
H  3.273  -4.222  -3.561  0.419
H  2.991  -3.106  -1.357  0.610
H  -0.265  2.785  2.061  0.393
H  0.268  5.070  2.867  0.468
H  1.195  6.739  1.298  0.405
H  1.560  6.141  -1.066  0.436
H  1.078  3.850  -1.848  0.481
H  -0.032  0.043  -3.012  0.039
H  -1.569  0.166  -4.926  0.459
H  -3.313  1.917  -4.998  0.374
H  -3.404  3.629  -3.217  0.391
H  -1.784  3.591  -1.380  0.398
F  -3.131  -2.292  0.376  -0.386
C  -3.495  -1.012  0.136  0.683
C  -2.617  0.009  0.474  -1.044
C  -3.125  1.277  0.249  0.857
F  -2.380  2.337  0.637  -0.271
C  -4.354  1.548  -0.340  -0.296
F  -4.768  2.811  -0.570  -0.417
C  -5.168  0.487  -0.707  0.808
F  -6.361  0.715  -1.293  -0.341
C  -4.748  -0.808  -0.429  -0.087
F  -5.561  -1.847  -0.727  -0.335
C  0.254  -0.418  1.948  -2.607
C  1.250  -0.442  2.667  2.004
C  2.404  -0.485  3.457  0.697
C  2.927  0.736  3.980  0.118
C  2.462  1.985  3.510  0.441
C  3.020  3.172  3.922  -0.056
C  4.038  3.188  4.867  -0.857
C  4.443  1.980  5.420  -0.667
C  3.898  0.788  5.001  -0.815
C  3.006  -1.775  3.657  0.242
C  4.394  -1.981  3.792  -0.327
C  4.919  -3.244  3.956  -0.848
C  4.098  -4.365  4.002  -0.624
C  2.729  -4.188  3.860  -0.949
C  2.197  -2.931  3.678  -0.372
H  1.652  1.990  2.795  -0.476
H  2.669  4.103  3.492  0.315
H  4.487  4.120  5.189  0.370
H  5.202  1.977  6.195  0.376
H  4.197  -0.128  5.487  0.606
H  5.068  -1.138  3.728  0.545
H  5.992  -3.370  4.036  0.371
H  4.521  -5.352  4.146  0.387
H  2.081  -5.058  3.913  0.357
H  1.127  -2.798  3.587  0.677
S  -0.412  -1.606  -1.035  -0.311
C  -0.151  -3.018  -0.202  -0.006
N  -0.348  -3.238  1.095  0.309
C  -0.127  -4.626  1.444  0.025
C  0.431  -5.232  0.137  -0.581
N  0.199  -4.170  -0.817  -0.098
H  -0.382  -2.455  1.747  0.203
H  -1.081  -5.092  1.722  0.337
H  0.569  -4.718  2.278  -0.320
H  -0.113  -6.133  -0.158  0.315
H  1.498  -5.474  0.217  0.342
H  0.588  -4.165  -1.742  0.289

Sorted by energy, starting with the most stable: arrangement A, arrangement B.

Arrangement A

Below is a 2-piece molecular cluster, BrH4NSi overall, with properties calculated with ωB97M-V/def2-TZVPD.

Output
Kohn-Sham gap in eV: 9.899
SMILES: N=[SiH2].Br
HOMO in eV: -10.14

Last column: Mulliken charge in e.
Geometry (Å):
N  -0.197  -0.771  -0.148  -0.534
Si  -1.211  0.421  0.062  0.413
H  0.052  -1.056  -1.083  0.262
H  -1.703  0.510  1.508  -0.057
H  -1.849  1.434  -0.786  -0.068
Br  2.937  0.118  0.592  -0.260
H  1.971  -0.657  -0.146  0.243

Arrangement B

Below is a 2-piece molecular cluster, BrH4NSi overall, with properties calculated with ωB97M-V/def2-TZVPD.

Output
Kohn-Sham gap in eV: 9.493
SMILES: N=[SiH2].Br
HOMO in eV: -9.88

Last column: Mulliken charge in e.
Geometry (Å):
N  -1.732  0.789  -0.991  -0.507
Si  -1.162  0.290  0.471  0.410
H  -2.706  0.589  -1.095  0.224
H  0.321  0.163  0.715  -0.067
H  -1.993  -0.640  1.275  -0.059
Br  5.038  -0.203  0.018  -0.203
H  5.385  0.581  -1.132  0.202

Sorted by energy, starting with the most stable: arrangement A, arrangement B.

Arrangement A

Below is one molecule with the formula C2H3OPS, with properties calculated with ωB97M-V/def2-TZVPD.

Output
Kohn-Sham gap in eV: 6.635
SMILES: CC(=O)P=S
HOMO in eV: -8.64

Last column: Mulliken charge in e.
Geometry (Å):
C  0.397  -0.755  0.393  -0.944
C  -0.528  0.025  -0.915  0.497
O  -0.949  -0.549  -1.826  -0.382
P  -0.338  1.854  -0.642  0.139
S  -0.513  2.130  1.252  -0.215
H  1.490  -0.695  0.064  0.307
H  0.404  -0.189  1.339  0.334
H  0.037  -1.821  0.335  0.263

Arrangement B

Below is one molecule with the formula C2H3OPS, with properties calculated with ωB97M-V/def2-TZVPD.

Output
Kohn-Sham gap (alpha / beta) in eV: 6.845 / 6.846
HOMO (alpha / beta) in eV: -8.23 / -8.23

Last column: Mulliken charge in e.
Geometry (Å):
C  -0.212  0.211  0.993  0.285
C  0.154  -0.900  0.285  -0.572
O  -0.252  1.397  0.575  -0.582
P  0.404  1.095  -1.799  0.172
S  1.181  -0.665  -1.112  -0.045
H  -0.481  0.031  2.039  0.324
H  0.149  -1.896  0.681  0.337
H  -0.944  0.728  -1.663  0.080

Sorted by energy, starting with the most stable: arrangement A, arrangement B.

Arrangement A

Below is H2KO as an isolated structure, with properties calculated with ωB97M-V/def2-TZVPD.

Output
Kohn-Sham gap in eV: 12.935
Total charge: +1
HOMO in eV: -17.35

Last column: Mulliken charge in e.
Geometry (Å):
O  -0.332  -0.214  -0.291  -0.698
H  -1.098  0.182  -0.766  0.338
H  0.437  0.341  -0.554  0.378
K  0.994  -0.308  1.611  0.982

Arrangement B

Below is H2KO as an isolated structure, with properties calculated with ωB97M-V/def2-TZVPD.

Output
Kohn-Sham gap in eV: 11.368
Total charge: +1
HOMO in eV: -15.79

Last column: Mulliken charge in e.
Geometry (Å):
O  -0.559  -0.005  0.350  -0.643
H  -0.371  0.957  0.267  0.339
H  -1.523  -0.086  0.173  0.329
K  2.453  -0.866  -0.789  0.975

Arrangement C

Below is H2KO as an isolated structure, with properties calculated with ωB97M-V/def2-TZVPD.

Output
Kohn-Sham gap in eV: 12.218
Total charge: +1
HOMO in eV: -16.56

Last column: Mulliken charge in e.
Geometry (Å):
O  -2.022  -1.528  -1.471  -0.697
H  -2.673  -2.016  -0.917  0.357
H  -1.511  -2.232  -1.931  0.359
K  -0.068  -0.053  -0.050  0.981

Arrangement D

Below is H2KO as an isolated structure, with properties calculated with ωB97M-V/def2-TZVPD.

Output
Kohn-Sham gap in eV: 12.234
Total charge: +1
HOMO in eV: -16.53

Last column: Mulliken charge in e.
Geometry (Å):
O  0.452  -0.164  0.228  -0.681
H  0.336  0.129  1.160  0.352
H  1.137  0.440  -0.138  0.351
K  -1.925  -0.405  -1.251  0.977

Sorted by energy, starting with the most stable: arrangement D, arrangement C, arrangement B, arrangement A.

Arrangement A

Below is a 2-piece molecular cluster, C4H2BrP overall, with properties calculated with ωB97M-V/def2-TZVPD.

Output
Kohn-Sham gap in eV: 8.260
HOMO in eV: -9.90

Last column: Mulliken charge in e.
Geometry (Å):
C  1.219  2.519  -0.005  -0.378
C  0.028  -2.611  -0.211  0.176
C  0.325  1.795  0.306  -0.324
C  -0.274  -1.492  0.263  -0.284
P  -1.139  -0.176  0.983  0.173
Br  -2.630  0.359  -0.674  -0.094
H  2.003  3.187  -0.154  0.375
H  0.468  -3.581  -0.509  0.355

Arrangement B

Below is a 2-piece molecular cluster, C4H2BrP overall, with properties calculated with ωB97M-V/def2-TZVPD.

Output
Kohn-Sham gap (alpha / beta) in eV: 5.988 / 5.997
HOMO (alpha / beta) in eV: -9.20 / -9.21

Last column: Mulliken charge in e.
Geometry (Å):
C  1.104  1.803  -0.914  0.251
C  -0.868  -1.394  1.667  0.379
C  0.764  1.554  0.233  -0.492
C  -0.314  -0.311  1.661  -0.622
P  0.636  1.178  1.930  0.023
Br  -2.000  3.116  1.825  -0.374
H  1.098  2.232  -1.870  0.411
H  -1.393  -2.284  1.506  0.424

Sorted by energy, starting with the most stable: arrangement B, arrangement A.

Arrangement A

Below is one molecule with the formula C2H6N4O, with properties calculated with ωB97M-V/def2-TZVPD.

Output
Kohn-Sham gap in eV: 10.373
SMILES: [H]/N=C(/N)C(=O)NN
HOMO in eV: -9.60

Last column: Mulliken charge in e.
Geometry (Å):
H  -0.639  2.632  -0.246  0.262
N  -1.141  1.964  -0.824  -0.731
C  -0.878  0.757  -0.552  0.455
N  -1.424  -0.257  -1.297  -0.524
C  0.107  0.338  0.517  0.594
O  0.272  0.960  1.551  -0.646
N  0.818  -0.771  0.217  -0.036
N  1.751  -1.331  1.112  -0.739
H  -1.623  -1.124  -0.824  0.235
H  -2.150  0.058  -1.925  0.281
H  0.701  -1.268  -0.653  0.302
H  1.516  -0.960  2.035  0.301
H  2.692  -0.998  0.889  0.245

Arrangement B

Below is a 2-piece molecular cluster, C2H6N4O overall, with properties calculated with ωB97M-V/def2-TZVPD.

Output
Kohn-Sham gap in eV: 8.593
SMILES: [H]/N=N\C(N)=O.C=N
HOMO in eV: -9.10

Last column: Mulliken charge in e.
Geometry (Å):
H  1.236  0.581  1.364  0.326
N  0.952  1.157  0.545  -0.476
N  0.690  0.385  -0.462  -0.298
C  0.864  -1.032  -0.179  0.612
N  0.625  -1.776  -1.277  -0.327
O  1.156  -1.458  0.918  -0.605
H  0.452  -1.332  -2.162  0.239
H  0.711  -2.777  -1.224  0.229
C  -1.555  1.503  0.778  -0.312
N  -1.792  0.791  -0.184  -0.537
H  -0.293  1.573  1.021  0.318
H  -2.246  1.907  1.509  0.339
H  -0.798  0.479  -0.648  0.493

Arrangement C

Below is one molecule with the formula C2H6N4O, with properties calculated with ωB97M-V/def2-TZVPD.

Output
Kohn-Sham gap in eV: 9.833
SMILES: N/N=C\NC(N)=O
HOMO in eV: -9.35

Last column: Mulliken charge in e.
Geometry (Å):
N  1.913  1.059  0.120  -0.630
N  2.069  -0.525  -0.053  -0.372
C  0.933  -1.178  -0.228  0.129
N  -0.362  -1.011  0.138  -0.242
C  -1.304  0.132  0.044  0.470
N  -0.892  1.403  -0.300  -0.360
O  -2.496  -0.274  0.175  -0.634
H  1.432  1.234  1.054  0.242
H  2.837  1.420  0.512  0.280
H  1.225  -2.404  -0.318  0.209
H  -0.998  -1.982  -0.068  0.319
H  0.126  1.584  -0.688  0.367
H  -1.524  2.131  -0.123  0.220

Sorted by energy, starting with the most stable: arrangement A, arrangement C, arrangement B.